Entry 1:
# C4H11N2

A 2-piece molecular cluster, C4H11N2 overall (wB97M-V/def2-TZVPD, OMol25).

Summary:
Frontier orbital gap in eV: 9.0893
Energy above the lowest of the compared OMol25 structures with the same formula, charge and spin in kJ/mol: 434.2
LUMO in eV: -3.46
Charge: +1

Each line ends with the Mulliken charge.
Atoms and positions in Å:
C1 -0.36 0.95 0.96  -0.76
C2 -0.92 0.72 -0.43  -0.53
C3 0.27 -0.04 0.06  0.32
C4 2.61 0.25 -0.38  -0.73
N1 0.01 -1.43 0.26  -0.50
N2 -2.10 -0.18 -0.43  -0.26
H1 0.16 1.88 1.13  0.23
H2 -0.93 0.62 1.81  0.29
H3 -0.91 1.49 -1.18  0.36
H4 2.98 -0.33 0.45  0.33
H5 2.68 1.32 -0.31  0.30
H6 2.67 -0.18 -1.36  0.33
H7 0.38 -2.00 -0.49  0.27
H8 0.39 -1.76 1.14  0.26
H9 -2.45 -0.38 -1.37  0.33
H10 -2.86 0.15 0.16  0.34
H11 -1.61 -1.07 -0.02  0.43

Entry 2:
# C19H26N4O2

An isolated ion of composition C19H26N4O2 and charge +2 (wB97M-V/def2-TZVPD, OMol25).

Summary:
Frontier orbital gap in eV: 7.3142
LUMO in eV: -6.83
Charge: +2

Each line ends with the Mulliken charge.
Atoms and positions in Å:
C1 2.55 -0.74 3.90  -0.78
N1 2.48 -2.19 4.20  -0.09
C2 1.31 -2.44 5.07  -0.85
C3 3.70 -2.59 4.92  -0.89
C4 2.41 -3.00 2.95  -0.53
C5 1.15 -2.87 2.08  -0.88
N2 1.20 -1.83 1.06  -0.07
C6 0.44 -0.72 1.18  0.24
O1 -0.08 -0.41 2.24  -0.61
C7 0.26 0.13 -0.04  0.69
C8 1.16 0.20 -1.11  -0.80
C9 0.89 1.05 -2.15  -0.29
N3 -0.22 1.81 -2.20  0.24
C10 -0.45 2.64 -3.37  -1.44
C11 -1.62 2.14 -4.20  0.84
C12 -2.52 3.05 -4.75  -0.26
C13 -3.56 2.60 -5.54  -0.71
C14 -3.71 1.24 -5.78  -0.47
C15 -2.82 0.34 -5.24  -0.73
C16 -1.77 0.78 -4.45  -0.22
C17 -1.12 1.77 -1.19  0.94
C18 -2.32 2.56 -1.22  -0.91
N4 -3.14 2.47 -0.24  -0.11
O2 -4.24 3.22 -0.32  -0.39
C19 -0.87 0.93 -0.10  -0.71
H1 1.63 -0.41 3.44  0.27
H2 2.69 -0.18 4.83  0.41
H3 3.39 -0.54 3.24  0.39
H4 0.42 -1.98 4.66  0.35
H5 1.15 -3.51 5.20  0.38
H6 1.49 -1.99 6.05  0.39
H7 4.58 -2.44 4.30  0.39
H8 3.65 -3.64 5.21  0.41
H9 3.82 -1.99 5.82  0.39
H10 2.49 -4.05 3.25  0.44
H11 3.28 -2.76 2.34  0.36
H12 1.00 -3.82 1.57  0.47
H13 0.26 -2.67 2.69  0.35
H14 1.56 -2.10 0.16  0.24
H15 2.08 -0.36 -1.13  0.52
H16 1.57 1.14 -2.99  0.41
H17 -0.62 3.68 -3.06  0.47
H18 0.46 2.63 -3.98  0.45
H19 -2.40 4.10 -4.57  0.44
H20 -4.25 3.31 -5.97  0.40
H21 -4.52 0.89 -6.40  0.42
H22 -2.93 -0.72 -5.43  0.40
H23 -1.07 0.07 -4.04  0.36
H24 -2.54 3.21 -2.07  0.57
H25 -4.77 3.06 0.48  0.42
H26 -1.58 0.92 0.71  0.71

Entry 3:
# C21H22CrNO3P

C21H22CrNO3P as an isolated structure (wB97M-V/def2-TZVPD, OMol25).

Summary:
Frontier orbital gap (alpha / beta) in eV: 8.4657 / 9.3667
<S²>: 6.015
LUMO (alpha / beta) in eV: 0.68 / 0.54
2S+1: 5
Charge: 0

Each line ends with the Mulliken charge.
Atoms and positions in Å:
Cr1 0.23 -1.51 1.58  0.20
N1 1.57 -0.08 4.80  -0.57
C1 2.34 -1.30 4.56  -0.60
C2 1.92 -1.78 3.19  1.30
O1 2.20 -1.04 2.19  -0.72
O2 1.12 -2.75 3.04  -0.75
H1 1.98 0.70 4.29  0.18
H2 1.57 0.16 5.78  0.22
H3 2.06 -2.05 5.30  0.38
H4 3.42 -1.16 4.58  0.30
C3 3.41 2.95 -0.93  -0.44
C4 2.47 3.13 0.08  -0.75
C5 1.41 2.25 0.20  -0.30
C6 1.25 1.20 -0.70  0.48
C7 2.19 1.02 -1.71  -0.32
C8 3.26 1.90 -1.82  -0.69
P1 -0.11 0.02 -0.42  1.00
C9 -0.22 -0.92 -1.97  0.13
C10 0.43 -2.15 -2.04  -0.21
C11 0.41 -2.89 -3.22  -0.69
C12 -0.28 -2.40 -4.33  -0.45
C13 -0.93 -1.18 -4.25  -0.72
C14 -0.91 -0.44 -3.08  0.00
C15 -1.60 1.07 -0.37  -0.15
C16 -1.65 2.30 -1.03  -0.01
C17 -2.81 3.05 -1.01  -0.76
C18 -3.93 2.58 -0.33  -0.42
C19 -3.88 1.35 0.32  -0.62
C20 -2.72 0.60 0.30  -0.55
H5 4.24 3.63 -1.03  0.39
H6 2.58 3.94 0.78  0.40
H7 0.69 2.39 1.00  0.45
H8 2.09 0.21 -2.41  0.36
H9 3.99 1.76 -2.61  0.40
H10 0.95 -2.55 -1.18  0.34
H11 0.91 -3.84 -3.27  0.40
H12 -0.30 -2.98 -5.24  0.38
H13 -1.48 -0.80 -5.11  0.40
H14 -1.43 0.50 -3.03  0.37
H15 -0.78 2.67 -1.55  0.47
H16 -2.85 4.00 -1.52  0.40
H17 -4.84 3.17 -0.32  0.39
H18 -4.75 0.99 0.85  0.42
H19 -2.67 -0.36 0.81  0.52
C21 -2.13 -3.09 2.19  -0.90
O3 -1.52 -2.16 1.34  -0.48
H20 -3.13 -3.34 1.83  0.27
H21 -2.23 -2.72 3.22  0.29
H22 -1.56 -4.03 2.25  0.27

Entry 4:
# C3H6N2OS

A 2-piece molecular cluster, C3H6N2OS overall (wB97M-V/def2-TZVPD, OMol25).

Summary:
Frontier orbital gap in eV: 8.6477
Energy above the lowest of the compared OMol25 structures with the same formula, charge and spin in kJ/mol: 748.1
LUMO in eV: -2.10
Charge: 0

Each line ends with the Mulliken charge.
Atoms and positions in Å:
C1 2.79 0.33 0.55  0.10
C2 0.27 0.06 -1.56  -1.13
C3 -0.13 0.19 1.30  -1.13
N1 3.38 -0.65 0.57  -0.36
N2 1.59 2.01 -0.04  -0.39
O1 -0.79 2.14 -0.27  -0.63
S1 0.28 1.24 -0.10  1.11
H1 0.09 0.76 -2.37  0.37
H2 1.07 -0.63 -1.46  0.38
H3 -0.69 -0.32 -1.56  0.44
H4 -0.02 -0.71 0.82  0.43
H5 0.48 0.49 2.08  0.40
H6 -1.12 0.36 1.58  0.40

Entry 5:
# C43H36AsF3N2O7PSScSe

C43H36AsF3N2O7PSScSe as an isolated structure (wB97M-V/def2-TZVPD, OMol25).

Summary:
Frontier orbital gap in eV: 7.6901
LUMO in eV: -0.45
Charge: 0

Each line ends with the Mulliken charge.
Atoms and positions in Å:
Sc1 0.36 0.32 0.13  0.29
F1 3.94 1.18 2.14  -0.25
C1 3.42 0.71 1.03  0.99
F2 2.32 1.53 0.72  -0.11
F3 4.29 0.86 0.04  -0.28
C2 2.97 -0.77 1.15  0.23
O1 3.75 -1.53 1.65  -0.59
O2 1.79 -0.96 0.66  -0.53
Se1 0.76 1.46 4.86  -0.17
C3 0.32 1.09 3.21  0.23
N1 0.02 0.84 2.10  -0.45
C4 -0.85 4.26 -1.09  -0.84
C5 -2.11 5.09 -1.31  -1.68
As1 -1.83 6.94 -1.94  0.19
C6 -0.46 6.52 -3.28  -0.02
C7 0.89 6.82 -3.18  0.35
C8 1.75 6.55 -4.25  -0.85
C9 1.27 5.97 -5.41  -0.53
C10 -0.08 5.64 -5.51  -0.84
C11 -0.94 5.93 -4.45  -0.44
C12 -0.75 7.61 -0.46  0.25
C13 -0.06 8.81 -0.65  -0.38
C14 0.67 9.38 0.39  -0.58
C15 0.69 8.78 1.64  -0.53
C16 -0.03 7.60 1.85  -0.64
C17 -0.74 7.03 0.80  -0.11
P1 -1.18 2.55 -0.44  1.21
C18 -2.27 1.82 -1.71  0.67
C19 -3.11 0.76 -1.36  -0.43
C20 -3.88 0.12 -2.31  -0.96
C21 -3.81 0.52 -3.64  -0.83
C22 -2.97 1.56 -4.00  -0.81
C23 -2.20 2.20 -3.04  -0.60
C24 -2.27 2.95 0.98  1.50
C25 -3.66 2.86 0.98  -0.49
C26 -4.38 3.22 2.11  -0.82
C27 -3.72 3.68 3.24  -0.77
C28 -2.34 3.79 3.24  -1.08
C29 -1.62 3.42 2.12  -1.18
H1 -0.19 4.73 -0.35  0.93
H2 -0.26 4.17 -2.00  0.26
H3 -2.69 5.19 -0.39  0.63
H4 -2.77 4.63 -2.04  0.63
H5 1.29 7.25 -2.27  0.48
H6 2.80 6.80 -4.16  0.48
H7 1.94 5.79 -6.25  0.60
H8 -0.46 5.17 -6.41  0.44
H9 -2.00 5.70 -4.55  0.35
H10 -0.09 9.30 -1.61  0.45
H11 1.21 10.31 0.23  0.38
H12 1.25 9.22 2.46  0.38
H13 -0.03 7.13 2.83  0.43
H14 -1.31 6.12 1.00  0.29
H15 -3.15 0.43 -0.33  0.60
H16 -4.53 -0.70 -2.03  0.44
H17 -4.41 0.02 -4.39  0.39
H18 -2.89 1.86 -5.04  0.47
H19 -1.52 2.99 -3.35  0.45
H20 -4.18 2.52 0.09  0.54
H21 -5.46 3.15 2.10  0.46
H22 -4.29 3.96 4.13  0.42
H23 -1.82 4.14 4.12  0.55
H24 -0.54 3.49 2.13  0.93
C30 -2.57 -3.24 0.37  -1.05
S1 -0.97 -2.60 0.80  0.17
O3 -0.98 -1.22 0.12  0.04
C31 -1.30 -2.33 2.52  0.95
C32 -2.27 -1.42 2.90  -0.12
C33 -2.52 -1.23 4.24  -0.72
C34 -1.80 -1.96 5.19  -0.51
C35 -0.83 -2.86 4.79  -0.55
C36 -0.56 -3.05 3.44  -0.54
H25 -3.32 -2.50 0.66  0.32
H26 -2.71 -4.18 0.90  0.41
H27 -2.57 -3.40 -0.71  0.40
H28 -2.81 -0.83 2.16  -0.01
H29 -3.26 -0.51 4.56  0.42
H30 -1.98 -1.79 6.24  0.38
H31 -0.26 -3.41 5.53  0.40
H32 0.21 -3.74 3.12  0.40
O4 0.33 0.32 -3.83  -0.65
C37 0.95 0.92 -2.98  -0.15
O5 0.86 0.67 -1.69  -0.13
C38 1.84 2.07 -3.36  0.56
C39 2.44 2.90 -2.42  -0.06
C40 3.29 3.92 -2.81  -1.24
C41 3.56 4.12 -4.15  -0.17
C42 2.93 3.31 -5.08  -0.42
C43 2.08 2.28 -4.71  -0.63
N2 3.15 3.55 -6.52  1.16
O6 3.94 4.43 -6.84  -0.62
O7 2.54 2.86 -7.32  -0.63
H33 2.23 2.74 -1.37  0.61
H34 3.75 4.56 -2.06  0.49
H35 4.23 4.90 -4.49  0.69
H36 1.61 1.66 -5.45  0.67

Entry 6:
# C6H9N3O2

A 2-piece molecular cluster, C6H9N3O2 overall (wB97M-V/def2-TZVPD, OMol25).

Summary:
Frontier orbital gap in eV: 8.4731
Energy above the lowest of the compared OMol25 structures with the same formula, charge and spin in kJ/mol: 593.5
LUMO in eV: -0.92
Charge: 0

Each line ends with the Mulliken charge.
Atoms and positions in Å:
C1 -0.20 -0.55 -1.68  -0.85
C2 -0.37 -0.54 -0.34  0.40
N1 0.42 -1.05 0.71  0.17
C3 1.07 -2.30 0.65  -0.26
C4 1.79 -2.41 1.77  -0.50
N2 1.74 -1.27 2.47  -0.61
C5 0.81 -0.57 1.93  0.12
N3 -1.67 -0.04 0.13  1.01
O1 -2.46 0.39 -0.67  -0.60
O2 -1.98 -0.17 1.30  -0.58
H1 -0.88 -0.02 -2.44  0.24
H2 0.61 -0.93 -2.13  0.42
H3 0.88 -3.11 -0.10  0.31
H4 2.37 -3.19 2.21  0.44
H5 0.45 0.50 2.16  0.27
C6 -0.55 3.00 -1.16  -0.99
H6 0.19 3.24 -1.85  0.38
H7 -1.16 2.31 -1.61  0.18
H8 0.01 2.68 -0.30  0.18
H9 -1.05 4.04 -1.06  0.26

Number 1: maximum force 0.077 Eh/bohr. Number 2: maximum force 0.031 Eh/bohr. Number 3: maximum force 0.010 Eh/bohr. Number 4: maximum force 0.122 Eh/bohr. Number 5: maximum force 0.021 Eh/bohr. Number 6: maximum force 0.083 Eh/bohr.